## i
Density functional theory data (ωB97M-V/def2-TZVPD) for a cluster of 3 separate species, C3H4ClF in total.

```
9
Properties=species:S:1:pos:R:3
C -0.36 0.88 -0.11
C 0.21 -0.03 0.85
C -0.31 -1.24 0.91
H 0.23 2.24 -0.23
H -1.92 1.17 -0.05
H -0.16 -1.69 2.03
H -0.71 -1.91 0.21
F 0.95 0.45 1.98
Cl -0.19 -0.09 -1.75
```

The LUMO energy comes out at -0.19 eV. The highest occupied orbital energy comes out at -0.359 Ha.

---

## ii
Density functional theory data (ωB97M-V/def2-TZVPD) for the molecule C3H4ClF.

```
9
Properties=species:S:1:pos:R:3
C 0.18 1.09 0.01
C 0.34 -0.36 -0.13
Cl 2.01 -0.92 -0.03
C -0.64 -1.23 0.02
F -1.87 -0.92 -0.06
H -0.31 1.58 -0.83
H -0.29 1.50 0.93
H 1.15 1.55 -0.08
H -0.58 -2.29 0.15
```

The LUMO energy comes out at 0.98 eV. Its structure (SMILES) is C/C(Cl)=C\F. The highest occupied orbital energy comes out at -0.342 Ha.

---

## iii
Density functional theory data (ωB97M-V/def2-TZVPD) for the molecule C3H4ClF.

```
9
Properties=species:S:1:pos:R:3
C 1.13 -0.14 0.64
C -0.43 0.19 0.36
Cl -1.52 0.64 1.64
C -0.90 0.18 -0.86
F -0.32 -0.04 -2.03
H 1.88 0.85 0.67
H 1.12 -0.93 1.26
H 1.12 -0.84 -0.49
H -2.08 0.09 -1.20
```

The LUMO energy comes out at 0.89 eV. Its structure (SMILES) is C/C(Cl)=C\F. The highest occupied orbital energy comes out at -0.350 Ha.

---

Stability verdict: ii, ahead by 184.6 kJ/mol

---

## i
Density functional theory data (ωB97M-V/def2-TZVPD) for a cluster of 2 separate species, CH3NO3S in total.

```
9
Properties=species:S:1:pos:R:3
C 0.10 -1.50 0.72
N -0.31 1.77 -0.62
O -0.68 -0.73 0.16
O -1.43 1.23 -0.67
O 0.75 0.98 -0.64
S 1.63 -0.97 1.16
H -0.33 -2.56 1.07
H 1.53 1.52 -0.60
H -1.26 0.26 -0.58
```

The LUMO energy (alpha / beta) comes out at 0.20 / -3.18 eV. The multiplicity is 3. The highest occupied orbital energy (alpha / beta) comes out at -0.252 / -0.350 Ha.

---

## ii
Density functional theory data (ωB97M-V/def2-TZVPD) for a structure of composition CH3NO3S.

```
9
Properties=species:S:1:pos:R:3
C -0.03 0.71 -0.10
N -0.24 -0.47 -0.55
O 2.87 -0.17 0.00
O 1.93 1.20 -1.76
O 0.11 0.90 1.22
S 1.97 -0.10 -1.15
H -0.05 1.65 -0.75
H -0.51 -0.68 -1.46
H 0.17 0.04 1.55
```

The LUMO energy (alpha / beta) comes out at 0.35 / -3.57 eV. The multiplicity is 3. The highest occupied orbital energy (alpha / beta) comes out at -0.255 / -0.412 Ha.

---

Stability verdict: ii, ahead by 128.5 kJ/mol

---

## i
Density functional theory data (ωB97M-V/def2-TZVPD) for a cluster of 2 separate species, C2H8N4O in total.

```
15
Properties=species:S:1:pos:R:3
C -1.46 -0.04 -1.59
C 0.23 -1.67 1.80
N 0.05 -0.68 0.75
N 1.32 2.16 -0.31
O -0.09 -0.26 -1.60
N 0.91 0.23 0.74
N 1.11 0.83 -0.38
H 1.82 2.53 -1.11
H 0.89 2.68 0.44
H -1.73 1.01 -1.41
H -1.83 -0.30 -2.60
H -2.01 -0.66 -0.87
H 0.40 -2.62 1.30
H 1.08 -1.45 2.46
H -0.69 -1.75 2.37
```

The LUMO energy (alpha / beta) comes out at -0.03 / -0.16 eV. The highest occupied orbital energy (alpha / beta) comes out at -0.293 / -0.325 Ha.

---

## ii
Density functional theory data (ωB97M-V/def2-TZVPD) for the molecule C2H8N4O.

```
15
Properties=species:S:1:pos:R:3
N 0.25 0.02 -1.42
C 0.16 -0.43 -0.13
N 0.71 0.94 1.84
N -0.11 1.21 -1.80
N -1.56 -0.30 0.27
C 0.78 -1.63 0.11
O 0.78 0.87 0.41
H 1.53 0.44 2.16
H -0.15 0.42 2.06
H -0.20 1.95 -1.10
H 0.00 1.45 -2.77
H -1.99 -1.16 -0.05
H -2.16 0.46 -0.08
H 0.46 -2.51 -0.42
H 1.49 -1.73 0.92
```

The LUMO energy (alpha / beta) comes out at -0.77 / 0.56 eV. The highest occupied orbital energy (alpha / beta) comes out at -0.268 / -0.326 Ha.

---

Stability verdict: i, ahead by 78.4 kJ/mol

---

## i
Density functional theory data (ωB97M-V/def2-TZVPD) for a cluster of 2 separate species, C2H8N4O in total.

```
15
Properties=species:S:1:pos:R:3
H -0.73 -0.27 -1.29
N -1.03 -0.71 -0.34
C -1.98 -0.29 0.30
C -2.71 0.94 -0.10
H -2.39 -0.73 1.14
H -3.16 0.66 -1.04
H -3.28 1.19 0.71
H -2.06 1.75 -0.30
N 3.38 -0.02 -0.47
N 2.12 0.36 -0.55
N 1.22 -0.11 0.15
O 1.80 -1.02 1.07
H 3.75 -0.65 0.21
H 4.04 0.40 -1.07
H 1.03 -1.50 1.57
```

The LUMO energy comes out at 1.00 eV. Its structure (SMILES) is [H]/N=C\C.N/N=N\O. The highest occupied orbital energy comes out at -0.325 Ha.

---

## ii
Density functional theory data (ωB97M-V/def2-TZVPD) for a cluster of 2 separate species, C2H8N4O in total.

```
15
Properties=species:S:1:pos:R:3
H -0.79 -2.27 0.89
N -0.40 -1.34 0.77
C -0.67 -0.77 -0.39
N -0.96 0.58 -0.50
C -0.62 1.61 0.39
N -0.09 1.19 1.56
O -0.73 2.77 0.03
H -1.11 -1.33 -1.22
H -1.27 0.91 -1.40
H 0.06 1.89 2.27
H -0.15 0.19 1.76
N 1.47 -0.87 -1.12
H 1.49 -1.36 -0.18
H 1.73 0.11 -1.01
H 2.02 -1.30 -1.85
```

The LUMO energy comes out at 0.82 eV. Its structure (SMILES) is [H]/N=C/NC(N)=O.N. The highest occupied orbital energy comes out at -0.340 Ha.

---

## iii
Density functional theory data (ωB97M-V/def2-TZVPD) for a structure of composition C2H8N4O.

```
15
Properties=species:S:1:pos:R:3
C 1.07 -0.04 0.44
C 0.25 -0.56 1.58
N 1.47 -0.92 -0.47
N -0.30 0.91 -0.69
N -1.61 0.95 -0.23
N 0.01 -0.35 -1.98
O -0.96 -0.99 -2.13
H 2.26 -0.57 -1.01
H 0.00 1.82 -1.03
H 1.73 0.79 0.72
H -1.82 0.03 0.17
H -2.27 1.08 -0.99
H -0.23 0.24 2.14
H 0.90 -1.11 2.26
H -0.49 -1.28 1.22
```

The LUMO energy (alpha / beta) comes out at 0.15 / 0.15 eV. The highest occupied orbital energy (alpha / beta) comes out at -0.293 / -0.293 Ha.

---

Stability verdict: ii, ahead by 438.9 kJ/mol

---

## i
Density functional theory data (ωB97M-V/def2-TZVPD) for a cluster of 2 separate species, C5H11N2O in total.

```
19
Properties=species:S:1:pos:R:3
C -1.22 -0.87 0.63
C 1.91 -0.58 -0.24
C 1.81 -1.91 -0.50
C 0.94 0.35 0.32
C 1.44 1.62 0.80
N -2.32 -1.04 -0.11
N -0.31 0.05 0.47
O -1.93 1.49 -0.96
H -1.17 -1.31 1.60
H -2.34 -0.70 -1.08
H 2.84 -0.01 -0.60
H 2.64 -2.52 -0.71
H 0.96 -2.47 -0.12
H 1.98 1.53 1.69
H 0.62 2.36 0.97
H 2.22 2.10 0.10
H -3.15 -1.49 0.26
H -2.85 1.67 -0.63
H -2.08 1.70 -1.88
```

The LUMO energy comes out at -4.29 eV. As for the total charge: +1. The highest occupied orbital energy comes out at -0.518 Ha.

---

## ii
Density functional theory data (ωB97M-V/def2-TZVPD) for the ion C5H11N2O with charge +1.

```
19
Properties=species:S:1:pos:R:3
C 0.57 0.55 -2.17
C 0.63 -0.09 -1.02
C 1.31 -1.38 -0.75
C 0.34 0.49 0.27
N 1.20 1.23 0.90
N -0.83 0.42 0.91
C -1.95 -0.40 0.63
O -0.90 1.08 2.17
H -0.10 1.36 -2.26
H 1.06 0.13 -3.04
H 2.14 -1.35 -0.02
H 1.69 -1.67 -1.73
H 0.49 -2.02 -0.46
H 2.17 1.29 0.54
H 0.86 1.60 1.72
H -2.97 -0.09 1.01
H -1.95 -0.64 -0.43
H -1.95 -1.47 1.19
H -1.78 0.96 2.54
```

The LUMO energy comes out at -3.09 eV. Its structure (SMILES) is C=C(C)C(=[NH2+])N(C)O. As for the total charge: +1. The highest occupied orbital energy comes out at -0.524 Ha.

---

Stability verdict: i, ahead by 129.5 kJ/mol

---

## i
Density functional theory data (ωB97M-V/def2-TZVPD) for a structure of composition C5H12NS2.

```
20
Properties=species:S:1:pos:R:3
C 0.35 -0.53 0.52
C 0.89 0.48 -0.22
C -0.98 -0.45 1.17
C -1.85 3.56 -0.07
C 0.76 -2.67 -0.73
N 1.06 -1.85 0.50
S 0.11 2.23 -0.42
S 2.29 0.45 -1.31
H -0.90 -0.66 2.35
H -1.70 -1.03 0.62
H -1.28 0.63 1.14
H -2.05 3.94 -1.06
H -1.24 4.28 0.50
H -2.46 2.90 0.57
H 1.37 -2.30 -1.57
H 1.23 -3.64 -0.73
H -0.31 -2.84 -1.02
H 2.02 -1.66 0.55
H 0.63 -2.45 1.24
H 2.04 1.61 -2.02
```

The LUMO energy comes out at -4.58 eV. As for the total charge: +1. The highest occupied orbital energy comes out at -0.445 Ha.

---

## ii
Density functional theory data (ωB97M-V/def2-TZVPD) for the ion C5H12NS2 with charge +1.

```
20
Properties=species:S:1:pos:R:3
C 1.69 -0.49 -0.40
C 1.43 -0.96 1.04
C -1.22 -0.38 0.57
C -1.03 1.80 -0.56
C -0.91 1.08 0.79
N 0.58 -0.77 -1.30
S -0.23 -1.67 1.24
S -2.72 -0.80 0.00
H 1.94 0.57 -0.50
H 2.53 -0.97 -0.86
H 2.01 -1.91 1.42
H 1.47 -0.18 1.86
H -1.89 1.45 -1.15
H -0.12 1.76 -1.15
H -1.16 2.89 -0.48
H -1.63 1.51 1.51
H 0.18 1.23 1.28
H 0.74 -0.27 -2.10
H 0.63 -1.75 -1.52
H -2.29 -2.14 0.30
```

The LUMO energy comes out at -5.11 eV. As for the total charge: +1. The highest occupied orbital energy comes out at -0.509 Ha.

---

Stability verdict: ii, ahead by 223.7 kJ/mol